(1)
Below is a cluster of 15 separate species, C20H70ClNO16 in total, with properties calculated with ωB97M-V/def2-TZVPD.

Each line ends with the Löwdin charge.
Element x y z (Å)
C  -3.096  6.475  1.764  -0.074
C  -4.140  5.430  1.412  -0.259
O  -3.630  4.114  1.259  -0.146
C  -2.739  3.929  0.179  -0.190
C  -1.297  3.864  0.671  -0.154
O  -0.386  3.742  -0.423  -0.166
C  -0.111  4.933  -1.138  -0.238
C  1.148  5.582  -0.584  -0.703
N  0.946  6.139  0.703  0.041
Cl  1.689  6.815  -1.838  0.590
H  -2.426  6.683  0.927  0.059
H  -2.504  6.155  2.622  0.085
H  -3.591  7.411  2.024  0.081
H  -4.879  5.356  2.208  0.121
H  -4.670  5.716  0.494  0.119
H  -2.873  4.713  -0.577  0.122
H  -2.994  2.978  -0.293  0.130
H  -1.180  2.955  1.262  0.117
H  -1.034  4.707  1.307  0.103
H  -0.942  5.644  -1.095  0.123
H  0.052  4.663  -2.179  0.111
H  1.936  4.836  -0.545  0.084
H  1.789  6.564  1.071  0.086
H  0.240  6.869  0.670  0.082
C  0.003  0.361  2.272  -0.150
O  1.045  1.235  1.844  -0.122
H  0.375  -0.201  3.125  0.083
H  -0.888  0.917  2.572  0.057
H  -0.272  -0.344  1.482  0.076
H  0.702  1.722  1.088  0.035
C  1.398  -2.856  1.462  -0.136
O  0.158  -3.421  1.885  -0.146
H  1.183  -2.228  0.600  0.077
H  1.836  -2.236  2.247  0.081
H  2.118  -3.624  1.169  0.081
H  0.312  -3.975  2.662  0.039
C  0.168  1.528  -2.958  -0.151
O  0.167  1.046  -1.622  -0.135
H  0.403  0.689  -3.611  0.059
H  -0.803  1.935  -3.254  0.083
H  0.936  2.295  -3.096  0.081
H  -0.035  1.813  -1.070  0.036
C  3.628  -0.112  -2.408  -0.154
O  4.384  0.396  -3.501  -0.120
H  3.380  -1.145  -2.643  0.073
H  4.208  -0.096  -1.481  0.076
H  2.710  0.464  -2.260  0.059
H  4.628  1.304  -3.295  0.069
C  -0.800  -6.875  3.858  -0.121
O  -0.813  -5.497  3.486  -0.141
H  -0.116  -6.952  4.699  0.065
H  -1.781  -7.232  4.175  0.082
H  -0.435  -7.499  3.040  0.088
H  -1.414  -5.384  2.742  0.085
C  -3.427  -0.824  3.293  -0.141
O  -3.387  0.517  2.807  -0.140
H  -2.730  -0.874  4.127  0.086
H  -4.424  -1.093  3.649  0.072
H  -3.111  -1.538  2.529  0.078
H  -3.992  0.588  2.062  0.086
C  0.907  -2.026  -4.450  -0.165
O  0.853  -2.490  -3.108  -0.133
H  1.185  -2.877  -5.069  0.073
H  -0.062  -1.651  -4.791  0.079
H  1.663  -1.246  -4.584  0.070
H  0.616  -1.752  -2.536  0.063
C  0.400  -5.541  -0.885  -0.151
O  0.354  -6.061  0.437  -0.134
H  0.644  -6.366  -1.551  0.068
H  -0.564  -5.123  -1.190  0.078
H  1.161  -4.764  -0.996  0.072
H  0.152  -5.312  1.015  0.019
C  1.230  10.543  -1.720  -0.172
O  0.825  9.910  -0.514  -0.151
H  0.425  11.212  -2.016  0.078
H  2.140  11.132  -1.584  0.077
H  1.394  9.818  -2.522  0.056
H  1.526  9.302  -0.261  0.035
C  -5.573  1.383  5.432  -0.176
O  -4.572  2.351  5.183  -0.124
H  -6.153  1.719  6.290  0.076
H  -6.255  1.268  4.583  0.076
H  -5.141  0.406  5.672  0.068
H  -4.068  2.051  4.417  0.045
C  3.972  2.782  0.378  -0.146
O  4.709  3.283  -0.734  -0.125
H  3.729  1.747  0.148  0.068
H  4.547  2.809  1.305  0.084
H  3.035  3.326  0.525  0.057
H  4.950  4.197  -0.563  0.071
C  2.625  -6.008  4.432  -0.157
O  2.072  -4.860  5.062  -0.119
H  3.648  -6.119  4.784  0.080
H  2.073  -6.914  4.695  0.064
H  2.643  -5.911  3.343  0.079
H  1.160  -4.767  4.767  0.044
C  -0.512  -5.861  -4.375  -0.137
O  0.013  -7.126  -3.986  -0.134
H  0.305  -5.147  -4.313  0.069
H  -0.894  -5.877  -5.399  0.080
H  -1.307  -5.528  -3.704  0.077
H  -0.692  -7.780  -4.020  0.091
C  1.793  -8.454  -6.858  -0.175
O  1.766  -8.982  -5.547  -0.130
H  2.058  -9.271  -7.528  0.074
H  0.818  -8.060  -7.167  0.071
H  2.539  -7.662  -6.973  0.075
H  1.516  -8.268  -4.946  0.039

## Properties
LUMO: 0.30 eV
E_tot: -2522.5315 a.u.
HOMO: -9.88 eV
Multiplicity: 1
Net charge: 0
Energy above the lowest of the compared OMol25 structures with the same formula, charge and spin: 0.0 kJ/mol

---

(2)
Below is a cluster of 2 separate species, C4H11N3 in total at a distorted geometry, with properties calculated with ωB97M-V/def2-TZVPD.

Each line ends with the Löwdin charge.
Element x y z (Å)
C  2.105  -0.994  -0.500  -0.015
C  1.568  -0.504  0.584  -0.331
N  1.272  -0.177  1.722  0.129
H  3.120  -1.351  -0.472  0.048
H  1.537  -1.238  -1.379  0.037
H  1.226  0.796  1.998  0.066
C  -1.384  -1.444  0.215  -0.124
N  -0.658  -0.342  -0.386  -0.198
N  -1.172  0.930  0.089  -0.129
C  -0.451  2.024  -0.537  -0.135
H  -2.471  -1.352  0.113  0.074
H  -1.051  -2.365  -0.257  0.079
H  -1.115  -1.485  1.274  0.070
H  -0.707  -0.359  -1.426  0.128
H  -0.972  0.924  1.089  0.085
H  -0.784  2.954  -0.083  0.077
H  0.640  1.941  -0.445  0.066
H  -0.702  2.041  -1.599  0.074

## Properties
LUMO: 1.00 eV
E_tot: -323.1605 a.u.
HOMO: -8.03 eV
SMILES: C=C=N.CNNC
Multiplicity: 1
Net charge: 0
Energy above the lowest of the compared OMol25 structures with the same formula, charge and spin: 383.3 kJ/mol

---

| no. | orbital gap (eV) |
| --- | --- |
| 1 | 10.178 |
| 2 | 9.029 |